No. 1
# C22H46O8

A structure of composition C22H46O8 (ωB97M-V with the def2-TZVPD basis set, the OMol25 dataset).

* E_HOMO: -8.74 eV
* LUMO level: 0.43 eV
* energy relative to the best compared isomer or geometry (same formula, charge and spin): 464.20 kcal/mol
* DFT total energy: -1466.99547 a.u.

```
! RIJCOSX wB97M-V def2-TZVPD def2/J DEFGRID3
* xyz 0 1
C -2.48068 -1.76322 0.62274
C -1.86399 -2.80188 1.55688
O -1.07632 -3.70138 1.17535
C -2.10747 -2.59795 3.06254
H -3.18030 -2.25447 -0.05350
H -1.64741 -1.38032 0.03354
H -3.01506 -0.99761 1.18522
H -3.16352 -2.37770 3.21856
H -1.43779 -1.79836 3.37923
H -2.02436 -3.56572 3.55713
C 4.57985 -2.14118 -3.43156
C 3.56066 -2.01189 -2.32677
O 3.27887 -2.92595 -1.51790
C 2.85283 -0.70878 -2.02027
H 4.27556 -1.81602 -4.42643
H 4.85863 -3.19147 -3.51689
H 5.46192 -1.60750 -3.07768
H 2.28123 -0.67652 -1.09273
H 2.37837 -0.50363 -2.97990
H 3.59044 0.08013 -1.87311
C -1.44951 1.81777 -2.00230
C -2.26251 2.97944 -2.51415
O -3.37603 2.88905 -3.07851
C -1.83568 4.36762 -1.98958
H -1.39094 1.79307 -0.91415
H -0.43411 2.06764 -2.30991
H -1.75542 0.85040 -2.40068
H -2.18940 4.43878 -0.96103
H -2.41433 5.02940 -2.63402
H -0.75389 4.47715 -2.06599
C -2.34916 0.63728 0.79958
C -2.31989 0.85719 2.31597
O -2.20357 -0.06991 3.06821
C -2.13474 2.29267 2.86260
H -2.62697 1.55177 0.27552
H -3.13173 -0.08677 0.57279
H -1.40412 0.28812 0.38355
H -1.10587 2.61037 2.69352
H -2.56053 2.39849 3.86040
H -2.81060 2.88066 2.24165
C 1.75380 1.89431 -0.46073
C 0.83209 3.12927 -0.16201
O 0.32268 3.69906 -1.11414
C 0.40764 3.51228 1.23235
H 2.69607 2.18362 0.00459
H 1.79314 1.73967 -1.53899
H 1.34924 0.92667 -0.16391
H 1.16638 3.06182 1.87228
H -0.52580 3.02175 1.50833
H 0.23338 4.58161 1.35178
C 2.37546 1.29769 2.93978
C 1.00751 0.91728 2.43295
O 0.09738 1.71915 2.25946
C 0.86759 -0.52256 2.01781
H 2.83903 0.33790 3.16783
H 2.42418 1.91636 3.83587
H 3.02982 1.59666 2.12091
H 1.13985 -1.21779 2.81194
H 1.54394 -0.83264 1.22125
H -0.15499 -0.72409 1.69869
C 1.05659 -4.31835 -0.74693
C 0.18764 -3.09511 -0.89809
O 0.62884 -1.95425 -0.59831
C -1.20521 -3.29992 -1.42233
H 0.93646 -4.96485 0.12238
H 2.11122 -4.05176 -0.67786
H 1.01134 -4.85088 -1.69691
H -1.24413 -3.37281 -2.50919
H -1.83682 -2.49287 -1.05108
H -1.67241 -4.22373 -1.08114
C -0.23076 0.04624 -0.87190
O 1.12322 -0.32583 -1.14428
H -0.88031 -0.43041 -1.60606
H -0.58549 -0.13014 0.14356
H -0.33169 1.09880 -1.13654
H 1.12096 -1.20087 -1.53910
*
```

---

No. 2
# C5H5I2O4S6W

A structure of composition C5H5I2O4S6W (ωB97M-V with the def2-TZVPD basis set, the OMol25 dataset).

* E_HOMO: -19.33 eV
* LUMO level: -13.59 eV
* energy relative to the best compared isomer or geometry (same formula, charge and spin): 12.33 kcal/mol
* DFT total energy: -3544.84058 a.u.

```
! RIJCOSX wB97M-V def2-TZVPD def2/J DEFGRID3
* xyz 3 1
W 0.21820 -1.10038 -2.01242
I 0.47724 -3.31575 -0.79438
C -1.79793 -1.33526 -2.42589
I -1.80128 0.79297 -2.53939
H -2.45301 -1.63309 -1.61083
H -2.06772 -1.71141 -3.41440
C 2.07702 -0.34131 3.17589
S 1.13774 1.18529 3.47930
C -0.32514 1.32457 2.66331
C -0.85321 0.73603 1.31898
S 0.20424 -0.28040 0.52077
S -2.41920 1.20655 0.95108
C -2.71643 2.38070 2.26551
S -4.04181 3.23397 2.40498
S -1.35564 2.44604 3.39790
H 3.00101 -0.11853 3.71220
H 2.29269 -0.52359 2.13308
H 1.54898 -1.15945 3.66243
O 1.52398 0.47945 -2.20172
S 1.93908 -0.28792 -3.50912
O 2.88930 0.24052 -4.36634
O 2.06126 -1.65724 -2.83085
O 0.46064 -0.56176 -3.98008
*
```

---

No. 3
# C5H10O2

A cluster of 2 separate species, C5H10O2 in total (ωB97M-V with the def2-TZVPD basis set, the OMol25 dataset).

* E_HOMO (spin up / spin down): -14.45 / -15.24 eV
* LUMO level (spin up / spin down): -4.10 / -6.95 eV
* expectation value of S²: 0.7542
* energy relative to the best compared isomer or geometry (same formula, charge and spin): 10.28 kcal/mol
* DFT total energy: -346.64369 a.u.

```
! RIJCOSX wB97M-V def2-TZVPD def2/J DEFGRID3
* xyz 1 2
C 1.64225 -1.99128 -0.60373
C 0.60564 -1.31045 0.19960
C 0.29198 0.04270 -0.01305
O 0.39515 0.53236 -1.20007
C -0.15454 0.88980 1.10276
C 0.68938 1.48937 1.93647
H 1.29847 -2.99663 -0.82892
H 2.52776 -2.04759 0.04277
H 1.87619 -1.52751 -1.56027
H 0.10488 -1.82224 1.01168
H -0.07188 1.39340 -1.18807
H -1.18451 0.71435 1.40872
H 1.72759 1.64948 1.69775
H 0.26356 1.93034 2.83064
H -3.62589 0.73359 -0.81394
H -2.71553 -0.52191 -0.68891
O -2.72199 0.41664 -0.89806
*
```

---

No. 4
# C5H11O2S

A cluster of 2 separate species, C5H11O2S in total (ωB97M-V with the def2-TZVPD basis set, the OMol25 dataset).

* E_HOMO: -4.35 eV
* LUMO level: 3.37 eV
* energy relative to the best compared isomer or geometry (same formula, charge and spin): 34.09 kcal/mol
* DFT total energy: -745.78933 a.u.

```
! RIJCOSX wB97M-V def2-TZVPD def2/J DEFGRID3
* xyz -1 1
C -1.11962 -0.36030 -2.12276
C 1.16705 -1.97532 -1.37618
S 0.20384 -1.42940 -2.81527
H -1.32052 0.31012 -3.01915
H -1.88711 -0.97354 -1.68897
H -0.74033 0.41813 -1.39328
H 0.68453 -2.72042 -0.82463
H 1.02638 -1.14612 -0.63872
H 2.25676 -2.15296 -1.55923
C -0.39886 1.05616 2.21531
C 1.07476 1.09137 1.71398
C -1.27074 1.00130 0.85629
O -0.82602 1.68370 -0.06690
O -2.25744 0.21551 0.77731
H -0.44630 0.05796 2.69662
H -0.73065 1.80697 2.96488
H 1.90814 0.57280 2.14986
H 1.54234 2.02857 1.46431
H 1.13381 0.51548 0.66652
*
```

---

No. 5
# C5H8O2

A cluster of 2 separate species, C5H8O2 in total (ωB97M-V with the def2-TZVPD basis set, the OMol25 dataset).

* E_HOMO: -9.80 eV
* LUMO level: 0.57 eV
* energy relative to the best compared isomer or geometry (same formula, charge and spin): 48.43 kcal/mol
* DFT total energy: -345.72778 a.u.

```
! RIJCOSX wB97M-V def2-TZVPD def2/J DEFGRID3
* xyz 0 1
C 1.36988 -0.86845 -0.09326
C 0.18172 -0.45371 0.32460
C -0.29312 0.07688 1.66978
C -1.71075 -0.29103 1.20371
O -2.78483 -0.28265 1.73372
C -1.22561 -0.70514 -0.19520
H 1.48925 -1.37276 -1.04990
H 2.27447 -0.70844 0.48482
H 0.07058 -0.49910 2.52587
H -0.17022 1.14464 1.89149
H -1.42426 -1.74868 -0.45706
H -1.61461 -0.06216 -0.99565
O 2.07466 1.31617 -1.19278
H 2.01558 0.84347 -2.03241
H 1.23689 1.08633 -0.75830
*
```

---

No. 6
# C38H33Cl3LuN7O8

A structure of composition C38H33Cl3LuN7O8 (ωB97M-V with the def2-TZVPD basis set, the OMol25 dataset).

* E_HOMO: -1.61 eV
* LUMO level: 4.30 eV
* DFT total energy: -5069.54951 a.u.

```
! RIJCOSX wB97M-V def2-TZVPD def2/J DEFGRID3
* xyz -2 1
Lu -0.29579 0.51486 -0.03814
O 1.55428 4.72532 -0.80327
C 0.84764 3.72216 -0.66023
O 1.15497 2.56894 -0.26725
C -0.65730 3.89381 -0.92460
C -1.23091 5.08849 -1.33910
C -2.61274 5.18535 -1.37175
C -3.37571 4.10672 -0.94186
C -2.71860 2.95565 -0.54643
N -1.39441 2.84700 -0.57924
C -3.41513 1.75288 0.08472
O -4.63997 1.80552 0.23989
O -2.62362 0.82968 0.42428
H -0.57877 5.90866 -1.60560
H -3.09648 6.10193 -1.69010
H -4.45559 4.13830 -0.89326
C -2.77433 -1.48840 2.07744
N -1.33994 -1.22672 2.20754
C -1.06256 -0.65319 3.51728
C -0.58352 -2.41452 1.92484
C -0.11941 -3.23336 2.94232
C 0.71795 -4.31204 2.68959
C 1.12859 -4.52598 1.38357
C 0.64268 -3.73606 0.35734
C -0.30279 -2.71070 0.56570
N -0.87397 -1.92324 -0.41292
C -0.94401 -2.35318 -1.71376
C -0.77680 -3.68023 -2.17261
C -0.74233 -4.00337 -3.51984
C -0.90983 -3.02322 -4.48186
C -1.25306 -1.74269 -4.05752
C -1.33394 -1.41830 -2.71694
N -1.98524 -0.21108 -2.26297
C -3.35532 -0.61878 -1.90578
C -2.05890 0.84536 -3.26403
H -3.11495 -2.15883 2.88475
H -2.96771 -1.95988 1.11617
H -3.33112 -0.55546 2.11762
H -1.53613 -1.22485 4.33202
H -1.45122 0.36299 3.53953
H 0.01263 -0.61707 3.68699
H -0.38664 -3.01390 3.96933
H 1.06966 -4.93770 3.50121
H 1.85698 -5.29717 1.15702
H 1.05291 -3.87077 -0.63151
H -0.67052 -4.47784 -1.45407
H -0.57433 -5.03422 -3.81455
H -0.81879 -3.23923 -5.53947
H -1.46940 -0.99614 -4.80943
H -3.85535 -1.06497 -2.77838
H -3.94033 0.23373 -1.57112
H -3.31600 -1.34935 -1.10102
H -2.66329 0.55330 -4.13654
H -1.05738 1.11706 -3.58883
H -2.53227 1.71711 -2.81195
O 4.59502 -0.77161 3.07489
C 4.64906 -1.54797 1.97921
C 5.74692 -2.39800 1.83213
C 5.87023 -3.20211 0.71411
C 4.90336 -3.17635 -0.28394
C 3.80424 -2.34991 -0.13938
C 3.65027 -1.54509 0.98577
C 2.43433 -0.69548 1.05626
O 1.51865 -0.83550 0.21627
N 2.43277 0.22985 2.02188
N 1.31925 0.99378 2.00192
C 1.40626 2.13686 2.55841
C 0.23727 3.00329 2.58964
C 0.34789 4.37863 2.80130
C -0.80271 5.14226 2.83706
C -2.03405 4.51547 2.70142
C -2.04644 3.14593 2.48297
N -0.94645 2.40964 2.39835
H 3.79856 -0.16872 2.93701
H 6.49903 -2.39726 2.61209
H 6.73453 -3.84983 0.61431
H 5.01338 -3.78432 -1.17348
H 3.03873 -2.29003 -0.90125
H 2.34721 2.50260 2.96274
H 1.32659 4.83106 2.89396
H -0.74680 6.21648 2.96504
H -2.96253 5.06927 2.73822
H -2.98148 2.60963 2.35869
Cl 3.55069 1.87839 -4.30777
C 2.40556 0.55418 -4.00553
Cl 1.03098 0.74909 -5.09917
Cl 3.20176 -0.99325 -4.36669
C 2.02138 0.55926 -2.43027
O 3.00920 0.52368 -1.72668
O 0.78540 0.65369 -2.21273
*
```

---

Repeat the third record exactly.
# C5H10O2

A cluster of 2 separate species, C5H10O2 in total (ωB97M-V with the def2-TZVPD basis set, the OMol25 dataset).

* E_HOMO (spin up / spin down): -14.45 / -15.24 eV
* LUMO level (spin up / spin down): -4.10 / -6.95 eV
* expectation value of S²: 0.7542
* energy relative to the best compared isomer or geometry (same formula, charge and spin): 10.28 kcal/mol
* DFT total energy: -346.64369 a.u.

```
! RIJCOSX wB97M-V def2-TZVPD def2/J DEFGRID3
* xyz 1 2
C 1.64225 -1.99128 -0.60373
C 0.60564 -1.31045 0.19960
C 0.29198 0.04270 -0.01305
O 0.39515 0.53236 -1.20007
C -0.15454 0.88980 1.10276
C 0.68938 1.48937 1.93647
H 1.29847 -2.99663 -0.82892
H 2.52776 -2.04759 0.04277
H 1.87619 -1.52751 -1.56027
H 0.10488 -1.82224 1.01168
H -0.07188 1.39340 -1.18807
H -1.18451 0.71435 1.40872
H 1.72759 1.64948 1.69775
H 0.26356 1.93034 2.83064
H -3.62589 0.73359 -0.81394
H -2.71553 -0.52191 -0.68891
O -2.72199 0.41664 -0.89806
*
```

---

Question: Which value of DFT total energy does entry 6 give?
Answer: -5069.54951 a.u.

---

Question: Which value of DFT total energy does entry 2 give?
Answer: -3544.84058 a.u.